Formula: C9H15N5OSTi
Source: OMol25
Level of theory: ωB97M-V/def2-TZVPD

ORCA input file:
```
! wB97M-V def2-TZVPD RIJCOSX def2/J DEFGRID3
* xyz 3 2
Ti 0.320 0.804 0.678
S 0.158 2.962 -0.319
O -1.478 0.579 0.991
N 2.531 1.269 0.209
N 0.526 -1.155 0.067
N 2.092 4.707 -0.691
N -2.662 -0.688 -0.408
N 2.807 2.636 -0.019
C -0.422 -3.129 -0.876
C 1.514 -3.290 0.529
C 1.465 -1.921 0.667
C 0.559 -3.907 -0.267
C -0.430 -1.763 -0.688
C -2.624 0.046 0.669
C -1.513 -0.900 -1.305
C -3.807 0.306 1.511
C 1.814 3.476 -0.356
H 3.779 2.888 -0.165
H -4.101 1.351 1.370
H 2.287 -3.858 1.030
H -1.895 -1.383 -2.201
H 3.036 5.077 -0.718
H 1.348 5.356 -0.919
H 0.573 -4.980 -0.412
H -4.647 -0.336 1.253
H 2.785 0.742 -0.633
H -3.553 -1.098 -0.665
H 3.179 0.961 0.939
H -3.544 0.181 2.561
H 2.203 -1.415 1.284
H -1.178 -3.592 -1.498
H -1.126 0.075 -1.617
*
```

Properties
F_max	0.691	eV/A
expectation value of S²	0.754
HOMO-LUMO gap (alpha / beta)	8.4 / 8.8	eV
highest occupied orbital energy (alpha / beta)	-0.7418 / -0.7441	Eh

***

Formula: C9H15O5Pd
Source: OMol25
Level of theory: ωB97M-V/def2-TZVPD

ORCA input file:
```
! wB97M-V def2-TZVPD RIJCOSX def2/J DEFGRID3
* xyz 0 4
Pd 0.036 0.257 0.555
O -1.648 0.673 -0.459
O 1.352 -1.008 1.808
O -0.008 1.773 1.646
O -0.691 -1.512 0.349
O 2.465 1.009 -0.481
C -1.834 -0.417 -1.311
C -0.027 -2.653 0.798
C 2.363 -0.087 -1.290
C 1.291 1.785 -0.363
C -1.895 -1.620 -0.411
C -1.956 1.964 -0.968
C 1.218 -0.749 -1.532
C 1.144 -2.189 1.605
C 0.950 2.501 0.915
H -2.539 -0.282 -2.133
H -0.709 -3.231 1.446
H 1.389 -1.736 -1.977
H -0.258 -0.743 -1.906
H 3.345 -0.370 -1.687
H -1.458 2.109 -1.938
H -2.730 -1.623 0.308
H -3.042 2.042 -1.113
H 0.478 3.462 0.611
H 1.792 -2.968 2.044
H 0.347 -3.287 -0.025
H -1.545 2.691 -0.260
H -1.937 -2.528 -1.028
H 0.871 2.124 -1.320
H 1.871 2.748 1.488
*
```

Properties
F_max	4.405	eV/A
expectation value of S²	3.775
HOMO-LUMO gap (alpha / beta)	6.1 / 6.0	eV
highest occupied orbital energy (alpha / beta)	-0.2117 / -0.2522	Eh